ORCA calculation (the ωB97M-V functional and the def2-TZVPD basis) on the molecule CN2O2S.

The geometry in ORCA input format:
```
! RIJCOSX wB97M-V def2-TZVPD def2/J DEFGRID3
* xyz 0 1
O 0.695 -1.762 2.126
C 0.379 -0.805 1.612
N 0.170 -0.124 0.442
S -0.131 0.253 -1.023
N -0.650 1.651 -1.799
O -0.759 1.904 -2.970
*
```

Values from the calculation:
Orbital gap (spin up / spin down), eV: 6.90 / 6.89
LUMO level (spin up / spin down), eV: -1.3 / -1.3
Energy above the lowest of the compared OMol25 structures with the same formula, charge and spin, kcal/mol: 155.0
SMILES: O=C=NSN=O
Molar mass, g/mol: 104.1

Atomic charges from the Löwdin analysis, expressed in e, are listed below:
1. O 0.21
2. C -0.22
3. N -0.37
4. S 0.95
5. N -0.49
6. O -0.09

ORCA calculation (the ωB97M-V functional and the def2-TZVPD basis) on a structure of composition C5H6O2S.

The geometry in ORCA input format:
```
! RIJCOSX wB97M-V def2-TZVPD def2/J DEFGRID3
* xyz 0 1
C -1.206 -0.300 0.138
C -0.167 0.455 1.037
C -0.443 0.562 -0.904
C 1.075 0.144 -0.857
C 1.220 0.009 0.587
H -0.589 -2.147 -0.104
H -2.149 0.201 0.348
H -0.412 0.621 2.091
H -0.860 0.903 -1.854
H 1.711 0.737 -1.502
H 2.094 0.405 1.097
O -1.417 -1.639 0.094
O -0.394 1.579 0.155
S 1.539 -1.528 -0.327
*
```

Values from the calculation:
Orbital gap, eV: 9.92
LUMO level, eV: 0.7
Energy above the lowest of the compared OMol25 structures with the same formula, charge and spin, kcal/mol: 54.6
Molar mass, g/mol: 130.2

Atom charges from the Löwdin analysis, given in e for atoms 1 to 6:
1. C -0.31
2. C -0.21
3. C -0.17
4. C -0.44
5. C -0.45
6. H 0.03

ORCA calculation (the ωB97M-V functional and the def2-TZVPD basis) on a cluster of 9 separate species, C32H80N2O9 in total.

The geometry in ORCA input format:
```
! RIJCOSX wB97M-V def2-TZVPD def2/J DEFGRID3
* xyz 0 1
C -11.868 -11.564 -24.482
C -10.963 -10.240 -24.262
C -11.754 -8.999 -24.759
C -10.562 -10.156 -22.798
C -9.483 -9.118 -22.501
C -8.194 -9.617 -23.286
C -8.540 -9.679 -24.802
C -8.572 -8.190 -25.331
C -7.396 -10.373 -25.495
N -9.709 -10.490 -24.996
O -10.000 -10.546 -26.429
H -12.091 -11.662 -25.535
H -11.316 -12.480 -24.130
H -12.888 -11.403 -23.951
H -11.853 -9.164 -25.868
H -12.815 -8.969 -24.438
H -11.382 -8.022 -24.425
H -11.515 -9.899 -22.299
H -10.347 -11.156 -22.348
H -9.763 -8.103 -22.821
H -9.361 -8.968 -21.402
H -7.914 -10.609 -22.895
H -7.473 -8.787 -23.255
H -9.460 -7.692 -24.923
H -8.589 -8.098 -26.411
H -7.745 -7.592 -24.998
H -7.154 -11.278 -24.995
H -6.475 -9.805 -25.488
H -7.510 -10.735 -26.508
H -9.480 -11.337 -26.671
C -7.012 -14.340 -16.238
C -6.340 -15.158 -15.121
C -6.132 -14.309 -13.914
C -7.276 -16.353 -14.738
C -7.205 -17.500 -15.752
C -5.808 -17.941 -16.149
C -4.931 -16.742 -16.637
C -3.476 -17.074 -16.690
C -5.375 -16.334 -18.036
N -4.995 -15.675 -15.546
O -4.153 -14.622 -15.871
H -7.548 -14.931 -16.944
H -7.736 -13.560 -15.886
H -6.188 -13.854 -16.743
H -5.609 -13.441 -14.215
H -7.052 -13.867 -13.458
H -5.730 -14.948 -13.096
H -6.796 -16.746 -13.839
H -8.331 -16.071 -14.534
H -7.663 -18.385 -15.365
H -7.694 -17.261 -16.707
H -5.864 -18.582 -17.040
H -5.330 -18.475 -15.356
H -3.299 -17.816 -17.468
H -3.064 -17.425 -15.733
H -2.866 -16.174 -16.973
H -4.786 -15.519 -18.524
H -6.413 -15.975 -18.015
H -5.378 -17.224 -18.665
H -4.398 -14.326 -16.776
C -8.159 -5.532 -19.247
C -8.908 -6.590 -20.054
O -10.150 -6.753 -19.441
H -8.563 -4.591 -19.467
H -7.106 -5.471 -19.492
H -8.275 -5.746 -18.195
H -8.297 -7.546 -20.145
H -8.986 -6.243 -21.112
H -10.430 -7.670 -19.575
C -11.030 -15.311 -21.324
C -9.767 -15.415 -22.164
O -9.731 -14.431 -23.196
H -11.056 -16.072 -20.588
H -11.955 -15.332 -21.927
H -11.002 -14.320 -20.792
H -9.649 -16.375 -22.687
H -8.905 -15.353 -21.456
H -9.466 -13.571 -22.839
C -7.848 -14.691 -26.123
C -9.113 -14.182 -26.874
O -8.885 -13.037 -27.659
H -7.357 -15.438 -26.765
H -8.107 -15.073 -25.146
H -7.166 -13.872 -25.878
H -9.747 -13.764 -26.104
H -9.593 -14.951 -27.452
H -8.137 -13.211 -28.249
C -9.842 -8.816 -16.861
C -10.508 -9.908 -17.647
O -10.409 -9.608 -19.058
H -8.755 -8.924 -16.960
H -10.023 -8.954 -15.783
H -10.088 -7.822 -17.212
H -11.555 -9.941 -17.382
H -9.952 -10.861 -17.507
H -10.563 -10.364 -19.607
C -5.647 -9.704 -15.060
C -5.038 -9.585 -16.482
O -4.888 -10.890 -16.976
H -6.523 -10.379 -15.177
H -6.098 -8.798 -14.563
H -4.866 -10.064 -14.444
H -4.074 -9.031 -16.450
H -5.689 -9.133 -17.202
H -4.685 -11.465 -16.227
C -3.737 -8.445 -22.033
C -3.261 -8.000 -20.678
O -4.224 -7.203 -20.001
H -3.700 -7.501 -22.597
H -4.707 -8.935 -21.982
H -3.013 -9.144 -22.461
H -2.361 -7.363 -20.781
H -2.992 -8.816 -20.065
H -5.024 -7.739 -19.775
C -8.467 -12.194 -20.070
C -7.149 -12.069 -19.264
O -7.463 -11.349 -18.099
H -8.669 -11.161 -20.421
H -9.310 -12.639 -19.536
H -8.181 -12.743 -20.973
H -6.398 -11.534 -19.891
H -6.675 -13.017 -19.141
H -6.628 -11.284 -17.556
*
```

Values from the calculation:
Orbital gap, eV: 8.63
LUMO level, eV: 0.3
Energy above the lowest of the compared OMol25 structures with the same formula, charge and spin, kcal/mol: 64.5
SMILES: CC1(C)CCCC(C)(C)N1O.CC1(C)CCCC(C)(C)N1O.CCO.CCO.CCO.CCO.CCO.CCO.CCO
Molar mass, g/mol: 637.0

Atom charges from the Löwdin analysis, given in e for atoms 1 to 6:
1. C -0.02
2. C -0.49
3. C -0.03
4. C -0.16
5. C -0.16
6. C -0.09

ORCA calculation (the ωB97M-V functional and the def2-TZVPD basis) on a cluster of 4 separate species, C15H28BrN2O12PS4 in total.

The geometry in ORCA input format:
```
! RIJCOSX wB97M-V def2-TZVPD def2/J DEFGRID3
* xyz 0 1
O 0.446 1.396 0.512
P 1.303 1.349 -0.852
O 2.991 1.262 -0.306
O 1.066 2.794 -1.826
C 0.790 -0.263 -1.743
C -0.768 -0.372 -2.337
Br -2.072 1.169 -2.103
C -1.222 -1.771 -3.104
C -0.175 -3.025 -3.243
C 1.354 -2.920 -2.630
N 2.494 -3.917 -2.592
S 3.906 -3.205 -1.834
N 3.329 -1.597 -1.426
C 1.877 -1.519 -1.885
H 2.974 0.500 0.345
H 0.268 3.244 -1.373
H -2.325 -1.842 -3.513
H -0.485 -4.052 -3.762
C 6.914 0.968 4.634
C 6.227 -0.384 4.572
O 4.884 -0.310 5.032
S 3.772 0.403 4.078
C 2.331 -0.082 4.995
O 3.752 -0.270 2.794
O 3.911 1.839 4.191
H 6.453 1.679 3.943
H 7.971 0.881 4.367
H 6.833 1.396 5.639
H 6.265 -0.802 3.560
H 6.756 -1.082 5.229
H 2.228 -1.168 4.954
H 1.465 0.396 4.532
H 2.435 0.263 6.026
C -3.398 -4.296 4.850
C -1.994 -3.823 5.181
O -1.422 -3.088 4.107
S -1.964 -1.578 3.822
C -0.717 -1.100 2.650
O -1.798 -0.784 5.023
O -3.227 -1.658 3.122
H -4.082 -3.451 4.735
H -3.790 -4.937 5.645
H -3.406 -4.850 3.907
H -1.981 -3.231 6.102
H -1.355 -4.697 5.351
H 0.252 -1.069 3.151
H -0.978 -0.109 2.274
H -0.711 -1.817 1.828
C -5.988 2.796 -6.463
C -4.818 2.615 -7.412
O -3.769 3.533 -7.130
S -2.853 3.285 -5.805
C -1.598 4.491 -6.160
O -2.261 1.965 -5.883
O -3.585 3.732 -4.640
H -5.707 2.545 -5.436
H -6.824 2.150 -6.747
H -6.326 3.837 -6.460
H -4.444 1.586 -7.390
H -5.156 2.814 -8.435
H -1.057 4.191 -7.059
H -0.919 4.525 -5.306
H -2.071 5.465 -6.294
*
```

Values from the calculation:
Orbital gap, eV: 6.78
LUMO level, eV: -2.2
SMILES: O=P(O)(O)c1c(Br)ccc2nsnc12.CCOS(C)(=O)=O.CCOS(C)(=O)=O.CCOS(C)(=O)=O
Molar mass, g/mol: 667.5

Atom charges from the Löwdin analysis, given in e for atoms 1 to 6:
1. O -0.42
2. P 0.73
3. O -0.22
4. O -0.24
5. C -0.16
6. C -0.49

ORCA calculation (the ωB97M-V functional and the def2-TZVPD basis) on a structure of composition C5H9P.

The geometry in ORCA input format:
```
! RIJCOSX wB97M-V def2-TZVPD def2/J DEFGRID3
* xyz 0 1
C 0.284 0.530 1.023
C 0.306 -0.330 0.070
C -0.947 1.949 0.652
C -0.432 -0.057 -1.221
C 1.332 -1.411 -0.071
P -1.796 1.215 -0.832
H 0.768 0.503 1.939
H -1.551 2.125 1.464
H -0.143 2.756 0.574
H 0.394 0.457 -1.731
H -0.786 -0.994 -1.788
H 1.588 -1.307 -1.097
H 1.008 -2.456 0.121
H 2.195 -1.201 0.446
H -2.565 0.531 0.096
*
```

Values from the calculation:
Orbital gap, eV: 9.80
LUMO level, eV: 1.0
Energy above the lowest of the compared OMol25 structures with the same formula, charge and spin, kcal/mol: 31.7
Molar mass, g/mol: 100.1

Atom charges from the Löwdin analysis, given in e for atoms 1 to 6:
1. C -0.01
2. C -0.47
3. C -0.34
4. C -0.38
5. C -0.06
6. P 0.83

ORCA calculation (the ωB97M-V functional and the def2-TZVPD basis) on the molecule C5H3ClINO2.

The geometry in ORCA input format:
```
! RIJCOSX wB97M-V def2-TZVPD def2/J DEFGRID3
* xyz 0 1
C 0.206 -0.747 0.918
C 1.039 0.405 -1.063
C -1.025 -1.178 0.254
C -0.321 0.286 -1.643
C 0.623 -0.589 2.136
N -1.133 -0.648 -1.014
O -1.799 -1.970 0.726
O -0.541 0.815 -2.715
Cl 2.044 1.596 -1.202
I 1.301 3.991 -0.191
H 1.595 -0.202 2.269
H 0.083 -1.109 2.861
H -2.073 -0.650 -1.336
*
```

Values from the calculation:
Orbital gap (spin up / spin down), eV: 7.45 / 6.80
LUMO level (spin up / spin down), eV: -1.9 / -2.4
Molar mass, g/mol: 271.4

Atom charges from the Löwdin analysis, given in e for atoms 1 to 6:
1. C 0.04
2. C -0.47
3. C -0.49
4. C -0.53
5. C 0.07
6. N 0.17

ORCA calculation (the ωB97M-V functional and the def2-TZVPD basis) on a structure of composition C29H29ClPTc.

The geometry in ORCA input format:
```
! RIJCOSX wB97M-V def2-TZVPD def2/J DEFGRID3
* xyz 1 4
C 0.792 1.366 1.594
C 0.101 2.363 0.857
C -1.314 2.172 1.082
H 0.563 3.172 0.301
C -1.492 0.969 1.855
C -0.187 0.545 2.243
H 0.033 -0.254 2.931
H 1.867 1.230 1.625
H -2.098 2.889 0.840
H -2.438 0.517 2.142
Tc -0.460 0.415 0.038
Cl -1.922 -1.324 -0.401
P -1.440 1.625 -1.821
C -3.052 2.384 -1.292
C -3.399 3.704 -1.615
H -2.661 4.385 -2.035
C -4.703 4.155 -1.418
H -4.948 5.167 -1.732
C -5.663 3.315 -0.847
H -6.691 3.664 -0.736
C -5.301 2.019 -0.466
H -6.033 1.336 -0.044
C -4.003 1.562 -0.658
H -3.731 0.555 -0.343
C -0.682 3.207 -2.499
C -0.380 4.299 -1.653
H -0.691 4.298 -0.611
C 0.256 5.443 -2.135
H 0.609 6.191 -1.427
C 0.365 5.647 -3.513
H 0.771 6.584 -3.911
C -0.121 4.655 -4.376
H -0.192 4.843 -5.446
C -0.531 3.405 -3.881
H -0.763 2.586 -4.570
C -2.069 0.885 -3.401
C -3.301 1.299 -3.925
H -4.000 1.846 -3.294
C -3.637 1.026 -5.254
H -4.547 1.457 -5.665
C -2.803 0.229 -6.044
H -3.061 0.046 -7.093
C -1.634 -0.293 -5.479
H -0.969 -0.904 -6.081
C -1.286 -0.011 -4.160
H -0.404 -0.474 -3.727
C 2.082 -4.194 1.283
C 2.260 -2.829 1.984
C 1.720 -2.847 3.439
C 3.738 -2.383 1.959
C 1.457 -1.841 1.239
C 0.700 -1.083 0.636
H 2.640 -4.980 1.821
H 2.438 -4.166 0.240
H 1.018 -4.475 1.219
H 2.278 -3.516 4.108
H 1.781 -1.839 3.872
H 0.667 -3.165 3.453
H 4.121 -2.360 0.930
H 3.839 -1.361 2.353
H 4.357 -3.066 2.559
*
```

Values from the calculation:
<S²>: 3.790
Orbital gap (spin up / spin down), eV: 7.76 / 6.61
LUMO level (spin up / spin down), eV: -3.3 / -5.3
Energy above the lowest of the compared OMol25 structures with the same formula, charge and spin, kcal/mol: 0.0
Molar mass, g/mol: 542.0

Atom charges from the Löwdin analysis, given in e for atoms 1 to 6:
1. C -0.15
2. C -0.20
3. C -0.19
4. H 0.10
5. C -0.17
6. C -0.15

ORCA calculation (the ωB97M-V functional and the def2-TZVPD basis) on a cluster of 2 separate species, CH4N3O in total.

The geometry in ORCA input format:
```
! RIJCOSX wB97M-V def2-TZVPD def2/J DEFGRID3
* xyz 1 1
C 0.288 1.287 0.993
N 0.073 -2.039 -1.593
N 0.423 0.503 0.055
N 0.070 2.267 1.595
O -0.950 -1.575 -1.116
H 1.184 -0.235 0.002
H -0.532 0.100 -0.259
H -0.098 -3.027 -2.045
H -0.458 2.720 2.368
*
```

Values from the calculation:
Orbital gap, eV: 9.39
LUMO level, eV: -5.0
Energy above the lowest of the compared OMol25 structures with the same formula, charge and spin, kcal/mol: 104.7
Molar mass, g/mol: 74.1

Atom charges from the Löwdin analysis, given in e for atoms 1 to 6:
1. C -0.19
2. N 0.07
3. N 0.21
4. N 0.34
5. O -0.07
6. H 0.18